# 1
Molecular formula: C10H11BMoN5O7S
Method: DFT, ωB97M-V/def2-TZVPD

Values from the calculation:
Multiplicity = 3
Net charge = +1
HOMO energy (alpha / beta) = -13.048 / -13.366 eV
Calculated total energy = -45690.6634 eV
Kohn-Sham gap (alpha / beta) = 6.866 / 7.733 eV
⟨S²⟩ = 2.015
Energy relative to the best compared isomer or geometry (same formula, charge and spin) = 0.0000 eV

Element x y z (Å)
Mo (0.30, 0.15, 1.05)
C (-3.16, 0.47, -1.02)
C (-1.83, 0.93, -1.49)
N (-0.65, 0.80, -0.87)
C (0.29, 1.38, -1.70)
C (-0.30, 1.83, -2.83)
N (-1.63, 1.54, -2.67)
C (0.15, 2.51, -4.08)
O (1.43, 2.76, -4.21)
O (-0.68, 2.79, -4.90)
C (1.68, 1.36, -1.24)
O (2.62, 1.78, -1.85)
O (1.76, 0.75, -0.05)
H (-3.09, -0.51, -0.57)
H (-3.85, 0.43, -1.85)
H (-3.57, 1.16, -0.27)
H (-2.32, 1.78, -3.37)
H (1.97, 2.45, -3.45)
S (1.59, -3.95, -0.59)
C (0.00, -4.04, 0.04)
C (-0.40, -2.83, 0.48)
N (0.55, -1.84, 0.33)
C (1.65, -2.30, -0.23)
H (-0.55, -4.96, 0.05)
H (-1.35, -2.59, 0.94)
H (2.52, -1.69, -0.42)
O (-2.62, 2.02, 2.37)
N (-1.65, 1.49, 1.98)
O (-0.50, 2.00, 1.84)
O (-1.66, 0.21, 1.60)
B (2.45, -1.13, 4.96)
C (1.77, -0.69, 3.69)
N (1.23, -0.35, 2.69)
H (2.22, -0.29, 5.79)
H (2.01, -2.23, 5.20)
H (3.62, -1.18, 4.64)

=====

# 2
Molecular formula: C10H11Br
Method: DFT, ωB97M-V/def2-TZVPD

Values from the calculation:
Multiplicity = 1
HOMO energy = -8.333 eV
Calculated total energy = -80587.4893 eV
Kohn-Sham gap = 9.193 eV
Energy relative to the best compared isomer or geometry (same formula, charge and spin) = 1.6212 eV

Element x y z (Å)
C (1.26, -1.33, 0.30)
C (0.46, -0.14, -0.34)
C (1.29, 1.14, -0.68)
C (0.49, 2.16, -0.54)
C (-0.77, 1.70, 0.06)
C (-0.70, 0.29, 0.45)
C (-1.19, -0.53, 1.62)
C (-1.72, 0.81, -0.72)
Br (-3.70, 1.06, -0.54)
C (-1.27, 0.22, -2.00)
C (-0.02, -0.23, -1.77)
H (0.60, -2.08, 0.55)
H (1.67, -0.90, 1.22)
H (2.07, -1.65, -0.37)
H (2.27, 1.21, -1.04)
H (0.43, 3.30, -0.77)
H (-1.42, 2.40, 0.60)
H (-1.14, 0.07, 2.53)
H (-0.66, -1.44, 1.70)
H (-2.25, -0.73, 1.50)
H (-1.95, 0.08, -2.88)
H (0.68, -0.75, -2.37)

=====

# 3
Molecular formula: C10H11BrNO3SSbScSe4
Method: DFT, ωB97M-V/def2-TZVPD

Values from the calculation:
Multiplicity = 1
Net charge = -1
HOMO energy = -4.425 eV
Calculated total energy = -387689.2040 eV
Kohn-Sham gap = 6.112 eV

Element x y z (Å)
Sc (-1.60, 1.28, -0.96)
Br (3.82, -1.22, -1.78)
C (3.08, 0.36, -0.87)
C (3.60, 0.71, 0.34)
C (3.21, 1.89, 0.96)
C (2.24, 2.65, 0.36)
C (1.70, 2.20, -0.87)
N (2.10, 1.06, -1.42)
C (0.65, 3.10, -1.55)
O (0.75, 4.30, -1.49)
O (-0.36, 2.46, -1.99)
H (4.30, 0.04, 0.79)
H (3.67, 2.12, 1.86)
H (2.01, 3.63, 0.64)
Se (-5.74, 3.16, 1.75)
Sb (-4.32, 1.61, 0.60)
Se (-3.87, 2.08, -1.78)
Se (-1.79, 2.11, 1.39)
Se (-4.83, -0.79, 0.72)
O (-0.69, -0.54, -1.17)
S (0.30, -1.63, -0.93)
C (-0.79, -3.02, -0.98)
C (-1.67, -2.86, 0.25)
C (-0.69, -2.54, 1.37)
C (0.44, -1.65, 0.89)
H (-0.05, -3.85, -1.03)
H (-1.34, -2.86, -1.90)
H (-2.29, -3.72, 0.44)
H (-2.36, -2.04, 0.09)
H (-0.17, -3.46, 1.67)
H (-1.08, -2.09, 2.26)
H (1.47, -1.92, 1.19)
H (0.28, -0.60, 1.19)

=====

# 4
Molecular formula: C10H11ClSi
Method: DFT, ωB97M-V/def2-TZVPD

Values from the calculation:
Multiplicity = 1
HOMO energy = -7.907 eV
Calculated total energy = -30945.0467 eV
Kohn-Sham gap = 8.398 eV
Energy relative to the best compared isomer or geometry (same formula, charge and spin) = 3.1551 eV

Element x y z (Å)
C (1.80, -1.39, -1.67)
C (1.28, -0.57, -0.74)
C (1.87, 0.73, -0.42)
C (2.03, 1.03, 0.91)
C (1.50, 0.14, 1.99)
C (0.72, -0.87, 1.67)
C (0.24, -1.01, 0.26)
C (-0.80, -1.98, 0.06)
C (-1.45, -0.84, 0.36)
Si (-2.67, 0.65, 0.29)
C (-1.96, 1.56, -1.23)
Cl (-4.48, -0.12, 0.04)
H (2.45, -0.87, -2.30)
H (1.47, -2.44, -1.63)
H (2.24, 1.45, -1.15)
H (2.62, 1.92, 1.31)
H (1.60, 0.48, 3.08)
H (0.37, -1.59, 2.41)
H (-1.08, -2.98, 0.13)
H (-2.45, 1.50, 1.37)
H (-1.96, 1.00, -2.24)
H (-2.41, 2.50, -1.55)
H (-0.95, 1.71, -0.95)

=====

# 5
Molecular formula: C10H11F4N2ReSe4
Method: DFT, ωB97M-V/def2-TZVPD

Values from the calculation:
Multiplicity = 2
Net charge = +1
HOMO energy (alpha / beta) = -11.025 / -11.231 eV
Calculated total energy = -287906.6536 eV
Kohn-Sham gap (alpha / beta) = 5.397 / 6.109 eV
⟨S²⟩ = 0.813

Element x y z (Å)
Re (-0.01, 0.16, -0.19)
C (-0.32, -2.79, 0.08)
N (-1.17, -1.56, 0.11)
C (-2.27, -1.75, -0.89)
C (-1.79, -1.43, 1.47)
C (-0.73, -1.00, 2.48)
N (0.31, -0.27, 1.76)
C (1.58, -0.26, 2.30)
C (2.67, -0.21, 1.42)
F (2.34, -0.18, 0.09)
C (3.98, -0.20, 1.82)
F (4.94, -0.16, 0.90)
C (4.28, -0.25, 3.17)
C (3.23, -0.30, 4.07)
F (3.49, -0.34, 5.38)
C (1.91, -0.30, 3.67)
F (0.94, -0.31, 4.59)
H (-0.95, -3.66, 0.25)
H (0.44, -2.72, 0.85)
H (0.15, -2.87, -0.90)
H (-2.85, -2.63, -0.60)
H (-1.83, -1.90, -1.87)
H (-2.90, -0.87, -0.90)
H (-2.25, -2.38, 1.74)
H (-2.58, -0.69, 1.38)
H (-0.29, -1.88, 2.97)
H (-1.20, -0.41, 3.27)
H (5.31, -0.24, 3.52)
Se (0.38, 0.39, -2.49)
Se (-1.06, 1.85, -3.63)
Se (-2.48, 2.62, -2.05)
Se (-1.68, 1.69, -0.03)

=====

# 6
Molecular formula: C10H11IO3
Method: DFT, ωB97M-V/def2-TZVPD

Values from the calculation:
Multiplicity = 1
HOMO energy (alpha / beta) = -7.803 / -7.803 eV
Calculated total energy = -24787.9786 eV
Kohn-Sham gap (alpha / beta) = 7.818 / 7.818 eV
Energy relative to the best compared isomer or geometry (same formula, charge and spin) = 1.2122 eV

Element x y z (Å)
C (-0.86, -3.46, -0.49)
C (0.26, -3.04, 0.32)
C (-1.59, -2.46, -1.12)
C (0.66, -1.74, 0.23)
C (-1.26, -1.06, -1.04)
C (-0.11, -0.72, -0.31)
C (1.85, -0.19, -1.92)
C (0.58, 2.87, -1.50)
C (0.51, 1.72, 1.59)
C (0.46, 0.66, -0.50)
O (2.96, -0.50, -1.85)
O (-0.14, 1.62, -1.20)
O (1.26, 1.14, 0.57)
I (0.76, 0.05, -3.77)
H (-1.14, -4.45, -0.48)
H (0.77, -3.66, 1.03)
H (-2.49, -2.61, -1.67)
H (1.39, -1.42, 0.88)
H (-1.79, -0.24, -1.50)
H (-0.09, 3.42, -2.07)
H (1.47, 2.73, -2.05)
H (0.81, 3.38, -0.56)
H (0.34, 2.77, 1.30)
H (1.21, 1.79, 2.46)
H (-0.34, 1.23, 1.81)

=====

# 7
Molecular formula: C10H11MoN2O7PS3Sb
Method: DFT, ωB97M-V/def2-TZVPD

Values from the calculation:
Multiplicity = 2
Net charge = +2
HOMO energy (alpha / beta) = -15.561 / -15.629 eV
Calculated total energy = -78028.3370 eV
Kohn-Sham gap (alpha / beta) = 6.367 / 6.799 eV
⟨S²⟩ = 0.764

Element x y z (Å)
Mo (0.68, 0.85, -0.43)
O (-1.94, 2.91, -2.58)
C (-1.28, 1.94, -2.45)
O (-0.11, 1.96, -1.69)
C (-1.56, 0.59, -2.99)
C (-2.43, 0.50, -4.08)
C (-2.71, -0.74, -4.62)
C (-2.15, -1.90, -4.12)
C (-1.28, -1.79, -3.06)
C (-0.98, -0.56, -2.46)
O (-0.19, -0.55, -1.36)
N (-0.68, -3.02, -2.56)
O (0.53, -2.95, -2.20)
O (-1.31, -4.02, -2.53)
N (-3.63, -0.83, -5.78)
O (-3.83, -1.94, -6.21)
O (-4.10, 0.21, -6.17)
H (-2.88, 1.39, -4.49)
H (-2.39, -2.86, -4.58)
S (-0.68, -4.08, 0.77)
Sb (1.23, -3.78, -0.16)
S (2.82, 0.58, 0.11)
S (1.61, -0.74, 1.14)
C (0.28, 3.76, 1.52)
P (-0.47, 2.13, 1.41)
C (-0.40, 1.35, 3.02)
C (-2.20, 2.35, 0.95)
H (-0.27, 4.36, 2.24)
H (0.25, 4.27, 0.55)
H (1.32, 3.68, 1.84)
H (-0.95, 1.98, 3.73)
H (0.63, 1.25, 3.35)
H (-0.87, 0.37, 2.99)
H (-2.70, 2.89, 1.76)
H (-2.69, 1.38, 0.83)
H (-2.29, 2.93, 0.04)

=====

# 8
Molecular formula: C10H11N
Method: DFT, ωB97M-V/def2-TZVPD

Values from the calculation:
Multiplicity = 1
HOMO energy = -8.796 eV
Calculated total energy = -12026.9860 eV
Kohn-Sham gap = 6.658 eV
Energy relative to the best compared isomer or geometry (same formula, charge and spin) = 11.0034 eV

Element x y z (Å)
C (0.45, 1.48, 2.08)
C (0.39, 2.59, 2.52)
C (-0.86, -1.84, -1.06)
C (-0.72, -0.52, -1.31)
C (2.18, 0.81, -0.47)
C (-1.20, -1.69, 0.39)
C (0.44, 0.08, 0.80)
C (-0.85, -0.17, 0.13)
C (-1.86, 0.87, 0.44)
C (1.71, -0.45, 0.17)
N (2.12, 0.91, -1.71)
H (-0.83, -2.65, -1.67)
H (-0.52, 0.22, -2.16)
H (2.32, 1.66, 0.26)
H (-2.32, -1.93, 0.76)
H (-0.55, -2.39, 1.10)
H (-1.34, 1.90, 0.27)
H (-2.22, 0.67, 1.45)
H (-2.55, 0.61, -0.40)
H (1.52, -1.24, -0.47)
H (2.43, -0.87, 0.93)
H (2.27, 1.93, -2.05)

=====

# 9
Molecular formula: C10H11N3O3S3
Method: DFT, ωB97M-V/def2-TZVPD

Values from the calculation:
Multiplicity = 1
HOMO energy = -8.956 eV
Calculated total energy = -53666.7318 eV
Kohn-Sham gap = 9.262 eV

Element x y z (Å)
O (-0.07, -3.13, -1.63)
C (0.32, -2.53, -0.66)
C (-0.16, -2.80, 0.74)
C (-1.12, -1.70, 1.20)
N (-1.92, -1.21, 0.09)
S (-2.58, 0.30, 0.32)
O (-3.55, 0.50, -0.71)
O (-2.94, 0.51, 1.69)
C (-1.15, 1.30, -0.01)
C (-0.45, 2.05, 0.87)
C (0.64, 2.72, 0.25)
C (0.72, 2.44, -1.08)
S (-0.52, 1.37, -1.60)
N (1.26, -1.53, -0.84)
C (1.92, -0.75, 0.05)
N (1.73, -0.68, 1.32)
C (2.58, 0.20, 1.91)
C (3.45, 0.83, 1.08)
S (3.21, 0.30, -0.54)
H (0.68, -2.84, 1.43)
H (-0.68, -3.76, 0.72)
H (-0.55, -0.84, 1.56)
H (-1.75, -2.06, 2.03)
H (-2.58, -1.88, -0.29)
H (-0.71, 2.13, 1.91)
H (1.31, 3.37, 0.77)
H (1.44, 2.81, -1.78)
H (1.51, -1.40, -1.81)
H (2.51, 0.35, 2.97)
H (4.20, 1.56, 1.31)

=====

Question: What is the formula in the seventh record?
Answer: C10H11MoN2O7PS3Sb